# C4H12NO2

A cluster of 3 separate species, C4H12NO2 in total (the ωB97M-V functional and the def2-TZVPD basis, the Open Molecules 2025 dataset).

Properties
Gap between HOMO and LUMO: 4.647 eV
Charge: +1
Total energy: -364.36863 Eh
Energy above the lowest of the compared OMol25 structures with the same formula, charge and spin: 167.3 kcal/mol

Each line ends with the Mulliken charge.
CARTESIAN COORDINATES (ANGSTROEM)
1 C 1.23 1.33 -1.95  -1.13
2 C 0.99 0.40 -0.68  0.17
3 C 0.67 -1.16 -0.63  -0.62
4 C -0.49 -0.10 -0.43  0.29
5 O -1.02 -0.05 0.74  -0.45
6 N -1.14 -3.01 1.45  -0.65
7 H 1.84 2.17 -1.59  0.32
8 H 1.82 0.88 -2.76  0.39
9 H 0.35 1.76 -2.45  0.38
10 H 1.63 0.78 0.12  0.49
11 H 0.93 -1.76 0.20  0.28
12 H 0.74 -1.64 -1.58  0.32
13 H -1.09 0.02 -1.34  0.40
14 H -1.96 -3.59 1.39  0.26
15 H -0.74 -3.25 2.35  0.24
16 H -1.44 -2.13 1.46  0.22
17 H -0.23 2.98 1.80  0.33
18 H -0.49 1.74 0.90  0.34
19 O 0.03 2.59 0.95  -0.59



# C4H12NO2PS

A cluster of 2 separate species, C4H12NO2PS in total (the ωB97M-V functional and the def2-TZVPD basis, the Open Molecules 2025 dataset).

Properties
Gap between HOMO and LUMO (spin up / spin down): 8.829 / 8.830 eV
Total energy: -1104.17633 Eh
Energy above the lowest of the compared OMol25 structures with the same formula, charge and spin: 168.4 kcal/mol

Each line ends with the Mulliken charge.
CARTESIAN COORDINATES (ANGSTROEM)
1 C 0.37 -2.84 0.02  -0.95
2 C -1.68 1.92 -0.88  -0.59
3 C -0.74 -1.68 -0.04  -0.17
4 C -1.14 1.21 1.18  -0.38
5 N 0.50 0.06 0.49  -0.47
6 O -2.09 1.20 0.25  -0.28
7 O -0.11 -0.52 -0.59  -0.17
8 P 3.25 0.39 -0.04  -0.08
9 S 1.49 1.39 -0.18  -0.03
10 H 0.65 -3.08 -1.03  0.25
11 H 1.28 -2.38 0.53  0.21
12 H -0.04 -3.72 0.51  0.36
13 H -1.25 2.81 -0.53  0.37
14 H -2.60 2.24 -1.51  0.20
15 H -0.94 1.28 -1.28  0.28
16 H -1.17 -1.42 0.96  0.24
17 H -1.62 -1.84 -0.70  0.32
18 H -0.65 2.11 1.37  0.42
19 H -1.30 0.57 2.06  0.37
20 H 3.84 1.03 -1.31  0.05
21 H 3.94 1.28 0.74  0.04



# C4H12NO3

A cluster of 2 separate species, C4H12NO3 in total (the ωB97M-V functional and the def2-TZVPD basis, the Open Molecules 2025 dataset).

Properties
Gap between HOMO and LUMO: 11.153 eV
Charge: +1
Total energy: -439.80909 Eh
Energy above the lowest of the compared OMol25 structures with the same formula, charge and spin: 41.1 kcal/mol

Each line ends with the Mulliken charge.
CARTESIAN COORDINATES (ANGSTROEM)
1 O -1.97 -0.67 -1.32  -0.38
2 C -1.63 -0.86 -0.19  -0.08
3 C -0.69 0.14 0.58  -0.16
4 C 0.42 -0.83 0.99  0.03
5 C 1.48 -0.22 1.99  -1.32
6 O 1.08 -1.05 -0.26  -0.61
7 N -0.19 1.22 -0.25  -0.23
8 H -2.02 -1.69 0.43  0.36
9 H -1.27 0.51 1.43  0.43
10 H 0.17 -1.79 1.45  0.49
11 H 1.15 0.72 2.44  0.32
12 H 1.59 -0.87 2.85  0.38
13 H 2.52 -0.08 1.68  0.36
14 H 1.88 -1.58 -0.15  0.35
15 H 0.08 2.06 0.27  0.36
16 H -0.84 1.45 -1.02  0.35
17 H 0.62 0.84 -0.77  0.36
18 H -1.47 0.92 -3.13  0.31
19 H -0.40 0.75 -3.97  0.31
20 O -0.51 1.02 -3.04  -0.65